(1)
{
  "formula": "C16H34IN2O4",
  "method": "the ωB97M-V functional and the def2-TZVPD basis",
  "charge": 1,
  "homo_lumo_gap_ev": 6.4,
  "total_energy_ev": -36398.2182,
  "symbols": ["O", "C", "C", "C", "C", "N", "N", "I", "H", "H", "H", "H", "C", "C", "O", "C", "C", "H", "H", "H", "H", "H", "H", "H", "H", "H", "H", "C", "C", "O", "C", "C", "H", "H", "H", "H", "H", "H", "H", "H", "H", "H", "C", "C", "O", "C", "C", "H", "H", "H", "H", "H", "H", "H", "H", "H", "H"],
  "coordinates": [[1.172070, -0.026511, 0.414958], [-0.102946, 0.715701, 0.468723], [-1.556245, -0.111861, 0.416056], [-2.937775, 0.830458, 0.486892], [-2.607854, 2.465227, 0.630829], [-1.241037, 3.062569, 0.665380], [-0.184854, 2.213805, 0.569835], [1.697020, 3.165696, 0.578253], [1.308369, -0.574835, 1.262649], [-1.645687, -1.275983, 0.340419], [-4.026885, 0.396495, 0.436366], [-3.537542, 3.205196, 0.720409], [4.983214, -0.801719, 4.119493], [4.810696, -2.309955, 4.176952], [4.008079, -2.831829, 3.119487], [4.481688, -2.616276, 1.793338], [5.841861, -3.235945, 1.526756], [4.009715, -0.302704, 4.106414], [5.551146, -0.448833, 4.984586], [5.520034, -0.490946, 3.218199], [4.302511, -2.570521, 5.111736], [5.780557, -2.818895, 4.200923], [4.481878, -1.546307, 1.560558], [3.749622, -3.076840, 1.122850], [6.622646, -2.782399, 2.143617], [6.124524, -3.101017, 0.477658], [5.828561, -4.307426, 1.751834], [-8.583932, 2.722637, 0.509640], [-7.335990, 2.363251, -0.278601], [-6.646659, 1.224767, 0.234676], [-7.371064, -0.001631, 0.259725], [-7.823430, -0.467084, -1.112806], [-8.342074, 2.875440, 1.565596], [-9.036286, 3.635852, 0.113566], [-9.335340, 1.928923, 0.459724], [-6.633622, 3.202295, -0.227098], [-7.565964, 2.218248, -1.339878], [-8.216955, 0.072293, 0.951118], [-6.695560, -0.753430, 0.679352], [-8.535220, 0.229939, -1.563763], [-8.311551, -1.444647, -1.043381], [-6.969622, -0.548466, -1.793466], [1.861154, 0.215594, -2.688620], [3.159161, -0.212310, -2.025359], [3.977269, -1.036181, -2.854041], [4.420622, -0.465366, -4.081659], [5.266524, 0.782257, -3.899967], [1.294414, -0.657475, -3.025433], [1.246340, 0.789784, -1.990214], [2.044025, 0.842883, -3.566204], [2.920757, -0.804644, -1.135263], [3.729567, 0.654939, -1.675015], [3.566892, -0.272200, -4.739575], [5.025844, -1.229328, -4.579316], [4.697132, 1.595741, -3.441838], [5.636979, 1.137247, -4.867156], [6.123222, 0.576328, -3.249912]],
  "atomic_forces_ev_per_a": [[-3.54, 2.14, 1.47], [-3.45, -0.98, 0.46], [-1.01, 4.87, 0.33], [5.70, 1.34, 0.13], [1.79, -2.31, -0.20], [-4.15, -4.22, -0.49], [0.47, -3.77, -0.12], [-0.75, -0.22, 0.00], [-0.60, 1.15, -1.46], [0.53, 2.51, 0.13], [2.25, 1.06, 0.11], [2.56, -1.62, -0.21], [0.09, 0.08, -0.24], [-0.01, 0.00, 0.01], [-0.23, 0.05, 0.00], [0.09, -0.15, 0.10], [0.20, -0.01, 0.06], [0.04, -0.05, 0.10], [-0.09, -0.05, -0.08], [0.04, -0.02, 0.13], [-0.06, -0.10, -0.29], [0.00, 0.10, -0.04], [0.13, 0.10, -0.01], [-0.06, -0.03, 0.24], [-0.05, 0.01, -0.11], [-0.07, -0.02, 0.14], [-0.06, 0.15, -0.07], [-0.11, -0.20, 0.09], [-0.15, 0.09, -0.01], [0.47, 0.02, 0.09], [-0.16, -0.10, -0.09], [-0.08, 0.10, -0.17], [0.00, 0.05, -0.12], [0.08, -0.10, 0.04], [0.03, 0.14, -0.06], [0.07, -0.25, 0.04], [-0.06, -0.02, 0.06], [0.00, 0.02, -0.07], [0.07, 0.22, 0.04], [0.00, -0.12, 0.07], [0.09, 0.15, 0.01], [-0.08, -0.04, 0.09], [0.03, 0.05, -0.31], [0.17, -0.24, -0.18], [-0.19, 0.00, 0.27], [0.10, 0.06, -0.04], [0.02, 0.15, 0.13], [0.04, 0.06, 0.09], [0.04, -0.01, -0.07], [-0.05, 0.01, 0.14], [0.23, -0.08, -0.26], [-0.03, 0.10, -0.04], [-0.01, 0.08, 0.01], [-0.17, -0.05, 0.25], [0.02, 0.00, -0.11], [-0.06, -0.08, 0.14], [-0.09, -0.02, -0.13]]
}

=====

(2)
{
  "formula": "C7H10FIN2",
  "method": "the ωB97M-V functional and the def2-TZVPD basis",
  "charge": 0,
  "relative_energy_ev": 0.000,
  "homo_lumo_gap_ev": 9.7,
  "smiles": "CC1=N[C@@H]1[C@H](C)[C@H](I)/N=C/F",
  "total_energy_ev": -21216.3884,
  "symbols": ["C", "C", "N", "C", "C", "C", "C", "I", "N", "C", "F", "H", "H", "H", "H", "H", "H", "H", "H", "H", "H"],
  "coordinates": [[1.945369, 2.582989, -0.757911], [1.324820, 1.614203, 0.132307], [1.301861, 1.068197, 1.285767], [0.224000, 0.627996, 0.279646], [0.265389, -0.704661, -0.363551], [-0.576877, -0.695580, -1.588749], [-0.292794, -1.705700, 0.646873], [-0.246596, -3.798662, -0.024438], [-1.716349, -1.392639, 0.834538], [-2.078358, -1.062807, 1.995467], [-3.369657, -0.763933, 2.213464], [1.262611, 2.636728, -1.699003], [3.033350, 2.370816, -1.191841], [1.990006, 3.683826, -0.312872], [-0.715059, 1.128281, 0.351087], [1.259134, -0.968918, -0.559532], [-1.272403, 0.084726, -1.695745], [-1.040785, -1.620350, -1.617413], [0.054860, -0.581251, -2.484493], [0.209048, -1.758618, 1.645070], [-1.561571, -0.744644, 2.911328]],
  "atomic_forces_ev_per_a": [[1.08, 2.62, -2.47], [-0.48, -2.15, 1.91], [0.02, 0.93, -1.49], [1.82, 2.09, -0.26], [-1.00, -0.10, 1.50], [1.89, 0.38, -1.74], [-1.00, -0.29, 1.27], [0.19, 0.47, 0.09], [0.19, -0.31, 1.50], [-0.18, 0.89, -0.91], [-0.13, -0.24, -0.25], [1.25, 0.10, 1.56], [-2.29, 0.06, 1.33], [-0.12, -2.42, -0.70], [-0.94, -0.21, 0.47], [1.56, -0.41, -0.38], [-1.13, 0.97, 0.48], [-1.28, -1.66, -0.69], [-0.07, -0.26, 0.21], [0.09, 0.26, -1.05], [0.54, -0.72, -0.38]]
}

=====

(3)
{
  "formula": "C40H57BFeN10S",
  "method": "the ωB97M-V functional and the def2-TZVPD basis",
  "charge": 0,
  "multiplicity": 5,
  "homo_lumo_gap_ev": [7.0, 7.2],
  "total_energy_ev": -103210.1858,
  "symbols": ["Fe", "N", "C", "S", "N", "N", "C", "C", "C", "C", "C", "C", "C", "C", "C", "C", "C", "C", "N", "H", "H", "H", "H", "H", "H", "H", "H", "H", "H", "H", "C", "C", "C", "C", "C", "C", "C", "C", "C", "N", "N", "B", "N", "N", "C", "C", "C", "C", "C", "C", "C", "C", "C", "N", "N", "C", "C", "C", "C", "C", "C", "C", "C", "C", "H", "H", "H", "H", "H", "H", "H", "H", "H", "H", "H", "H", "H", "H", "H", "H", "H", "H", "H", "H", "H", "H", "H", "H", "H", "H", "H", "H", "H", "H", "H", "H", "H", "H", "H", "H", "H", "H", "H", "H", "H", "H", "H", "H", "H", "H"],
  "coordinates": [[-0.726296, -0.872157, 0.280073], [-1.369885, -3.858116, 3.528073], [-1.107821, -3.150775, 2.388796], [-2.354669, -2.051000, 1.812549], [0.059691, -3.331607, 1.845109], [0.088999, -2.694961, 0.587434], [-0.432729, -3.415576, -0.335891], [-0.433491, -4.904576, -0.175322], [0.769116, -5.559848, 0.072704], [0.789505, -6.934957, 0.226471], [-0.393141, -7.666910, 0.151310], [-1.592587, -7.017128, -0.092085], [-1.609315, -5.637410, -0.262745], [-0.909832, -2.828297, -1.646868], [-1.199361, -3.651247, -2.717156], [-1.614807, -3.074801, -3.911632], [-1.702966, -1.702148, -4.006314], [-1.387923, -0.943577, -2.890547], [-1.018054, -1.495898, -1.743666], [-2.101314, -3.512831, 4.123694], [-0.601576, -4.351293, 3.952212], [1.684831, -4.986297, 0.150555], [1.729717, -7.438459, 0.411076], [-0.375832, -8.740732, 0.288115], [-2.516847, -7.578059, -0.145514], [-2.547375, -5.121872, -0.439362], [-1.083080, -4.721431, -2.628700], [-1.846244, -3.701213, -4.763894], [-2.015342, -1.216715, -4.921065], [-1.437706, 0.140101, -2.894824], [2.329277, -2.502547, -3.216764], [2.532845, -2.100483, -1.753775], [3.943132, -2.459179, -1.282592], [2.268784, -0.632176, -1.566041], [2.968130, 0.420080, -2.177934], [2.371172, 1.573975, -1.708555], [2.738904, 2.996954, -2.030605], [2.269620, 3.358583, -3.443996], [4.246886, 3.213417, -1.891635], [1.375738, 1.200615, -0.873095], [1.310314, -0.157060, -0.786039], [0.432177, 2.081615, -0.016906], [-1.062373, 2.036944, -0.489087], [-1.863101, 0.940010, -0.296016], [-3.089674, 1.293059, -0.669894], [-3.093526, 2.622379, -1.106107], [-1.791353, 3.061604, -0.982447], [-1.265047, 4.437325, -1.288828], [-1.596929, 4.826972, -2.730224], [-1.836503, 5.454830, -0.299517], [-4.338241, 0.451754, -0.553635], [-4.233201, -0.980234, -1.074644], [-4.847396, 0.488973, 0.892648], [0.531490, 1.681478, 1.477577], [0.070634, 0.481361, 1.967812], [0.256499, 0.522053, 3.280670], [0.847374, 1.737937, 3.654908], [0.998551, 2.448650, 2.485154], [1.599646, 3.812704, 2.284140], [1.518913, 4.645109, 3.560206], [3.048743, 3.683073, 1.804973], [-0.109344, -0.586072, 4.225152], [-0.809420, -0.029914, 5.465506], [1.127431, -1.396643, 4.617613], [2.435859, -3.583765, -3.340394], [1.338119, -2.212082, -3.575215], [3.069328, -2.013794, -3.855751], [1.827383, -2.654415, -1.138082], [4.694158, -1.914090, -1.859580], [4.079127, -2.206958, -0.229663], [4.131863, -3.528456, -1.408593], [3.796653, 0.346747, -2.865589], [2.231099, 3.657516, -1.329307], [2.765504, 2.725024, -4.183286], [1.191526, 3.216993, -3.549625], [2.502478, 4.400636, -3.676020], [4.788168, 2.684540, -2.680522], [4.488449, 4.275211, -1.973749], [4.616555, 2.850544, -0.931953], [0.796166, 3.208561, -0.122865], [-3.945310, 3.180311, -1.463141], [-0.182756, 4.434473, -1.179950], [-2.677442, 4.899338, -2.875784], [-1.158058, 5.796789, -2.975052], [-1.211182, 4.090482, -3.437648], [-2.920003, 5.533980, -0.413274], [-1.628681, 5.159541, 0.730848], [-1.401760, 6.442664, -0.468206], [-5.073236, 0.965096, -1.179644], [-3.481427, -1.559570, -0.538453], [-5.190751, -1.487393, -0.936916], [-3.992996, -0.997788, -2.140444], [-4.108394, 0.067000, 1.576965], [-5.048157, 1.515670, 1.204411], [-5.770157, -0.088287, 0.989769], [1.119436, 2.049967, 4.649594], [1.031762, 4.329056, 1.507895], [2.127341, 4.206218, 4.354948], [1.893854, 5.654066, 3.375825], [0.492554, 4.720722, 3.922118], [3.673190, 3.274939, 2.603740], [3.119387, 3.009280, 0.948681], [3.454791, 4.655091, 1.513519], [-0.815823, -1.230732, 3.714747], [-0.131115, 0.570240, 6.078278], [-1.659870, 0.596470, 5.190192], [-1.177060, -0.851206, 6.085153], [1.902553, -0.741162, 5.024590], [0.874551, -2.134917, 5.383463], [1.538503, -1.919906, 3.753366]],
  "atomic_forces_ev_per_a": [[0.19, 2.23, 1.14], [-0.12, 0.05, 0.02], [0.14, 0.19, 0.08], [0.07, -0.37, -0.05], [0.23, 0.15, -0.10], [-1.14, -0.39, -0.12], [0.75, -1.06, -0.80], [-0.65, 0.11, -0.13], [0.09, -0.03, -0.10], [-0.09, -0.03, -0.03], [0.08, 0.05, 0.01], [0.02, 0.07, -0.01], [-0.09, -0.06, 0.03], [0.69, -0.36, 0.22], [-0.06, -0.19, -0.41], [0.05, -0.25, 0.06], [0.02, 0.18, -0.07], [0.11, 0.19, 0.21], [-0.13, -0.73, 0.32], [0.02, 0.01, 0.02], [0.03, 0.03, -0.01], [-0.03, 0.00, 0.03], [-0.01, 0.00, 0.01], [0.01, 0.01, -0.02], [0.01, 0.01, 0.01], [0.02, -0.01, 0.02], [-0.02, 0.03, -0.01], [-0.01, 0.01, 0.03], [0.02, 0.00, 0.03], [-0.06, -0.02, 0.01], [-0.02, -0.01, -0.01], [0.01, 0.06, -0.03], [0.02, -0.03, 0.01], [0.11, -0.20, -0.18], [-0.03, -0.01, -0.01], [0.06, 0.01, 0.11], [-0.02, -0.07, -0.13], [-0.04, 0.03, 0.01], [0.02, 0.00, -0.03], [-0.19, 0.03, 0.01], [-0.32, 0.47, 0.24], [-0.07, -0.16, 0.13], [0.15, -0.11, -0.01], [0.34, 0.18, -0.04], [-0.24, -0.03, -0.07], [-0.04, -0.03, -0.13], [0.10, 0.01, 0.14], [-0.05, -0.04, -0.06], [0.00, 0.03, -0.02], [0.02, 0.02, 0.04], [0.09, -0.01, 0.11], [0.05, 0.02, -0.06], [0.01, -0.04, 0.02], [-0.15, -0.13, -0.16], [0.13, 0.35, -0.64], [0.05, -0.11, 0.25], [-0.01, 0.00, 0.02], [-0.04, 0.04, -0.04], [0.03, -0.05, 0.04], [0.03, 0.03, 0.03], [0.01, -0.01, -0.05], [0.06, 0.07, 0.03], [-0.04, 0.02, 0.02], [0.03, 0.00, -0.04], [0.01, 0.04, 0.00], [0.03, -0.01, 0.02], [-0.02, -0.02, 0.01], [-0.02, 0.07, 0.03], [-0.01, -0.02, 0.01], [-0.01, 0.00, -0.02], [0.00, 0.03, 0.00], [-0.02, 0.01, 0.06], [0.02, -0.03, 0.04], [-0.02, 0.01, 0.02], [0.03, 0.00, 0.02], [0.00, -0.02, 0.01], [-0.01, 0.00, 0.04], [0.00, -0.02, -0.03], [-0.02, 0.02, 0.00], [-0.02, -0.11, 0.07], [0.04, -0.02, 0.01], [0.01, -0.05, -0.04], [0.03, -0.01, 0.00], [-0.02, -0.01, 0.01], [-0.01, 0.01, 0.02], [0.02, 0.00, 0.02], [0.01, 0.00, -0.02], [-0.02, -0.02, -0.01], [-0.06, 0.02, 0.03], [-0.04, 0.04, 0.01], [0.01, 0.02, -0.02], [-0.02, 0.01, 0.03], [-0.02, 0.00, -0.04], [0.02, -0.02, 0.00], [0.03, 0.02, -0.01], [-0.04, 0.00, -0.04], [-0.04, -0.01, 0.03], [-0.02, 0.01, -0.03], [0.00, -0.03, 0.01], [0.01, 0.00, -0.01], [-0.01, -0.01, -0.03], [-0.01, 0.03, 0.02], [-0.01, -0.01, 0.03], [-0.01, -0.01, -0.06], [-0.01, -0.02, -0.03], [0.01, -0.02, 0.01], [0.02, 0.02, 0.01], [-0.03, -0.02, 0.02], [0.00, 0.00, -0.04], [0.00, 0.00, 0.01]]
}

=====

(4)
{
  "formula": "C4H14IrN3S",
  "method": "the ωB97M-V functional and the def2-TZVPD basis",
  "charge": 1,
  "multiplicity": 6,
  "homo_lumo_gap_ev": [5.4, 7.2],
  "total_energy_ev": -22505.8908,
  "symbols": ["C", "Ir", "N", "H", "H", "H", "H", "H", "H", "H", "H", "S", "C", "N", "C", "C", "N", "H", "H", "H", "H", "H", "H"],
  "coordinates": [[-0.066017, 0.588678, -4.187726], [-0.300117, -0.784222, -1.510226], [-0.689417, -1.998922, 0.111074], [0.397883, -2.039722, -2.125126], [0.156383, -2.086622, 0.693274], [-0.659017, -0.163822, -3.648426], [0.271383, 0.228078, -5.169626], [0.822683, 0.874378, -3.595426], [-0.856017, 1.390978, -4.514026], [-1.448217, -1.684322, 0.731274], [-0.930717, -2.951022, -0.202726], [0.718383, 1.327378, -0.897926], [0.482983, 1.023378, 0.681374], [1.460783, 0.514378, 1.538174], [0.885583, 0.315678, 2.846274], [-0.597517, 0.753478, 2.709174], [-0.739817, 1.178178, 1.337674], [2.436283, 0.308478, 1.277974], [1.420683, 0.944878, 3.589074], [0.956783, -0.756722, 3.128974], [-0.830617, 1.596878, 3.393074], [-1.281117, -0.100222, 2.906374], [-1.611217, 1.520778, 0.907474]],
  "atomic_forces_ev_per_a": [[-1.22, 1.33, -1.60], [-2.14, 3.57, -0.96], [-0.24, -2.02, 2.80], [1.92, -1.81, -1.02], [-0.35, -0.16, -0.06], [0.13, -0.09, -0.54], [0.05, -0.44, 0.49], [-0.70, 0.44, -0.46], [1.81, -0.91, 1.25], [0.29, -0.08, -0.37], [0.06, 0.39, 0.19], [0.57, 0.10, -2.51], [-0.49, -0.37, 3.48], [-1.86, 0.61, -1.58], [0.36, -0.34, 1.24], [-0.64, -0.08, 1.09], [2.44, -0.35, -1.36], [-1.08, 0.41, 0.05], [-0.37, -0.56, -0.28], [0.02, 0.73, 0.11], [0.04, -0.68, -0.28], [0.34, 0.61, 0.16], [1.05, -0.28, 0.16]]
}